(1)
Entry from the Open Molecules 2025 dataset: a cluster of 3 separate species, C34H64NO6S2 in total at a distorted geometry (ωB97M-V with the def2-TZVPD basis set).

```
107
Properties=species:S:1:pos:R:3:forces:R:3:mulliken_charge:R:1
C 7.61945 -2.04449 2.00547 0.2369 0.0885 0.2825 -0.90
C 6.11575 -2.57146 1.49692 0.9373 0.2560 -0.2247 -0.18
C 6.18146 -2.89235 -0.13482 0.4054 0.9566 0.2571 -0.66
C 4.71190 -2.85213 -0.87130 0.7675 0.3444 0.7042 -0.13
N 4.65862 -3.53020 -2.22246 1.3410 1.6922 -1.7007 0.00
C 3.33298 -3.34201 -2.92658 -1.4187 -0.6116 -0.9444 -0.61
C 2.04799 -4.04837 -2.19174 -0.0288 0.2173 -0.1297 -0.24
C 0.71335 -3.84963 -3.17969 0.4644 0.0664 0.4933 -0.60
C -0.69223 -3.71935 -2.32935 -0.6245 -0.5742 -0.6356 -0.23
C -1.87766 -2.87841 -3.12247 0.5086 0.4710 1.6762 -1.01
C -1.45770 -1.31057 -3.37024 -0.6684 -0.5664 -0.5371 0.48
C -2.45880 -0.22214 -2.63276 0.0342 0.2158 0.6013 0.17
C -1.64044 1.00587 -1.87314 0.4831 -0.4232 0.4556 -1.06
C -0.80570 0.33146 -0.63310 1.0253 -0.6882 2.3202 0.74
C 0.80170 -0.00390 -0.81554 -1.9582 -0.8688 3.4771 -0.32
C 1.65050 -0.72311 0.41020 -5.1164 1.2518 0.1164 0.01
C 0.79360 -1.07029 1.80131 -1.1999 1.4361 -2.7195 -0.53
C -0.80985 -0.70210 1.99482 1.4071 1.0539 -3.9298 -0.48
C -1.65512 0.02335 0.76213 5.3336 -1.2540 -0.5956 -0.35
C 5.77676 -3.01832 -3.15192 1.8514 -1.2409 1.0022 -0.07
S 7.29845 -3.82950 -3.31794 -3.4640 1.6214 0.6585 -0.16
S 5.58668 -1.47071 -4.24454 -0.3312 -0.2719 0.8259 -0.10
C 6.60281 -0.04593 -3.57647 0.9089 1.4313 0.1628 -0.27
C 5.85225 1.38628 -3.99169 0.3465 -0.1362 0.6841 -0.38
C 6.56186 2.53742 -3.01955 -0.8469 -0.9404 0.1562 -0.86
H 8.04292 -2.72769 2.87386 -0.8862 1.4170 -1.8220 0.25
H 8.41096 -2.03806 1.13385 -1.6481 -0.1663 1.6485 0.27
H 7.58603 -0.93271 2.41846 -0.0766 -2.3696 -0.8499 0.25
H 5.84700 -3.54858 2.09729 0.3075 2.0741 -1.2474 0.33
H 5.37898 -1.69172 1.75264 1.1459 -1.9691 -0.6434 0.09
H 6.83674 -2.01560 -0.59324 -1.2967 -1.8481 0.8266 0.11
H 6.79081 -3.87926 -0.30582 -1.4346 1.7913 0.2364 0.26
H 3.95559 -3.40152 -0.16573 1.2069 1.2613 -1.5405 0.34
H 4.46151 -1.71185 -1.05420 0.1263 -2.0451 0.7492 0.13
H 3.44413 -3.87893 -3.98667 -0.1901 1.3140 2.1869 0.32
H 3.03461 -2.20827 -3.10671 0.7894 -2.1388 0.4149 0.28
H 2.22451 -5.20633 -2.01006 -0.1609 2.4510 -0.3004 0.20
H 1.88626 -3.51049 -1.14764 0.1152 -1.1513 -2.1690 0.07
H 0.68289 -4.77011 -3.91883 -0.0446 1.9078 1.4154 0.38
H 0.89718 -2.88290 -3.82617 -0.4500 -1.8143 1.2379 0.20
H -1.11457 -4.82929 -2.20739 0.9024 2.2908 -0.0828 0.32
H -0.47021 -3.32590 -1.24800 0.0235 -0.5174 -1.6700 0.08
H -2.79739 -2.88770 -2.36182 1.6639 0.0760 -1.2771 -0.19
H -1.55357 -1.08719 -4.53792 0.4040 -0.2383 2.3638 0.24
H -0.32707 -1.19082 -3.07966 -1.9395 0.2613 -0.3507 -0.47
H -3.24608 0.24401 -3.37938 1.6469 -0.8538 1.3345 0.31
H -3.09022 -0.77278 -1.78659 1.4135 1.0687 -1.7743 -0.34
H -0.86969 1.55192 -2.58776 -1.5864 -1.2637 1.3614 0.29
H -2.38073 1.84378 -1.46694 1.5434 -1.8534 -0.6655 0.33
H 1.29138 0.30152 -1.85342 -1.0927 -0.8298 2.5340 0.16
H 2.78738 -0.97659 0.26129 -2.5820 0.4888 0.5247 0.06
H 1.40435 -1.61019 2.66044 -1.6232 1.2897 -1.8984 0.27
H -1.41274 -0.94560 2.96898 1.5962 0.4052 -1.9830 0.30
H -2.78736 0.32559 0.81882 2.5129 -0.7533 -0.0237 0.21
H 7.68890 0.02980 -4.05548 -2.2530 -0.5897 1.1446 0.32
H 6.68299 -0.11776 -2.40569 -0.1611 0.1429 -2.3718 0.03
H 4.70329 1.26415 -3.80356 2.2073 0.3981 -0.2226 0.24
H 6.00939 1.67222 -5.12056 -0.2335 -0.7965 2.1976 0.27
H 6.51608 2.07797 -1.92260 0.3756 1.1851 -2.2895 0.24
H 5.95846 3.54515 -2.99160 1.3076 -1.9665 -0.2819 0.30
H 7.66483 2.68957 -3.38117 -2.1238 -0.1582 0.8986 0.25
C -9.94540 -1.18136 2.11026 0.0861 0.0445 -0.4109 -0.79
O -9.43289 -0.79873 0.84623 0.0694 0.1844 0.3571 -0.24
C -9.62556 0.59076 0.57839 0.3435 -0.4940 -0.4006 -0.55
C -8.57980 1.09396 -0.41903 0.1233 0.2033 0.3584 -0.36
O -7.29181 1.31147 0.17319 -0.3666 -0.3285 -0.0581 -0.49
C -6.54262 0.13131 0.49354 0.2429 0.1213 -0.3842 -0.33
C -5.99674 -0.58798 -0.74266 -0.5430 -0.3746 0.3161 -0.48
O -7.02280 -1.36934 -1.35797 -0.0784 0.3802 -0.0458 -0.30
C -6.76481 -1.61262 -2.73111 -0.0620 -0.1216 0.2506 -0.72
H -11.02984 -1.03162 2.14185 -0.0445 0.0149 0.1612 0.32
H -9.72736 -2.23945 2.26635 -0.0091 0.0932 -0.1453 0.23
H -9.46472 -0.60852 2.90990 -0.0847 0.0539 0.0757 0.33
H -9.55550 1.17624 1.50297 0.0326 -0.0008 -0.0246 0.35
H -10.62646 0.70813 0.15048 -0.1082 0.2347 -0.0094 0.41
H -8.90436 2.07800 -0.77668 0.0635 -0.0423 0.1677 0.40
H -8.50611 0.45109 -1.29825 -0.0594 -0.2186 0.2017 0.13
H -7.11671 -0.53699 1.13803 -0.0492 -0.1113 -0.2356 0.17
H -5.68905 0.48264 1.08413 -0.0699 0.0817 -0.1573 0.31
H -5.19536 -1.27332 -0.44648 0.2176 0.1553 0.0191 0.47
H -5.60020 0.15081 -1.44797 0.0367 0.0094 0.0315 0.31
H -6.69401 -0.66765 -3.27846 0.1337 0.0228 -0.0822 0.32
H -7.60160 -2.18442 -3.14160 0.0812 0.0414 0.1823 0.22
H -5.84614 -2.18888 -2.85088 0.1351 0.0316 -0.1732 0.32
C 2.87032 2.96021 2.04566 -0.3940 0.1369 -0.0435 -0.66
O 1.65002 3.43808 2.58356 0.3505 -0.0244 0.2760 -0.34
C 0.74114 2.38133 2.89469 -0.2386 0.5650 0.0217 -0.13
C -0.23533 2.81940 3.98842 0.2329 -0.3826 -0.1069 -0.42
O 0.34284 2.80749 5.30088 0.1976 0.4496 -0.1150 -0.50
C 1.26964 3.86399 5.58639 -0.4361 -0.1221 0.1800 -0.36
C 0.59365 5.22710 5.75525 0.3322 -0.1123 -0.6822 -0.57
O 0.29213 5.79509 4.47915 -0.3382 -0.0162 0.1956 -0.24
C -0.76265 6.74074 4.54565 0.3397 -0.3292 -0.2282 -0.79
H 2.69151 2.44739 1.09462 0.1157 -0.1270 0.0232 0.20
H 3.52952 3.81272 1.87206 -0.1494 0.0281 0.0221 0.27
H 3.36209 2.28182 2.75034 0.0310 -0.1377 -0.0470 0.32
H 1.28465 1.48992 3.23015 -0.0714 0.0414 -0.0340 0.31
H 0.18606 2.14452 1.98119 -0.0681 -0.2967 0.0682 0.19
H -1.04957 2.08636 4.02365 0.2086 -0.0151 0.0358 0.40
H -0.69422 3.78519 3.76839 0.2377 0.0441 -0.1055 0.15
H 2.07400 3.89250 4.84898 -0.1726 0.2115 -0.1290 0.12
H 1.72912 3.59407 6.54390 -0.1755 0.0083 -0.0299 0.40
H 1.27426 5.91507 6.26817 0.0293 -0.0308 0.2504 0.42
H -0.31923 5.10935 6.34964 -0.0006 -0.0455 0.0081 0.35
H -1.67482 6.26782 4.92230 -0.0636 0.0787 0.1129 0.33
H -0.95929 7.10739 3.53443 0.1435 -0.0885 0.1290 0.23
H -0.48217 7.58164 5.18174 -0.1009 0.1570 0.1365 0.32
```
Positions in Å, forces in eV/Å.

Its net charge is -1. The total energy is -2635.69072 hartree. The highest occupied orbital energy comes out at -1.581 eV. The calculation puts the orbital gap at 2.60 eV. Its energy above the lowest of the compared OMol25 structures with the same formula, charge and spin is 1504.23 kJ/mol. For the LUMO energy, the calculation gives 1.02 eV.

---

(2)
Entry from the Open Molecules 2025 dataset: a cluster of 2 separate species, C4H9F in total at a distorted geometry (ωB97M-V with the def2-TZVPD basis set).

```
14
Properties=species:S:1:pos:R:3:forces:R:3:mulliken_charge:R:1
C 1.50332 -0.69521 -1.24638 -0.2675 -0.0561 0.0021 -1.28
C 0.16823 -0.40592 -0.56051 0.4907 -0.0422 -0.0036 -0.15
C 0.28214 0.25780 0.78844 -4.5312 0.7718 -0.3256 -0.79
C -1.77243 0.76178 1.03305 4.4434 -0.9372 0.1420 -0.34
F -1.86213 1.44157 2.19621 -0.3783 0.3343 0.4491 -0.27
H 2.01765 0.23186 -1.48704 0.1327 0.0676 -0.0117 0.34
H 2.14810 -1.30139 -0.61626 0.1320 -0.0706 0.0674 0.34
H 1.32013 -1.23860 -2.17301 0.1360 -0.0114 -0.0779 0.34
H -0.41063 0.23982 -1.22478 -0.0807 -0.0552 -0.0124 0.25
H -0.38153 -1.34248 -0.44906 -0.0814 0.0130 -0.0294 0.27
H 0.49707 -0.37785 1.63085 0.1274 -0.1059 0.1992 0.33
H 0.76221 1.22234 0.80976 0.1824 0.1939 0.0468 0.35
H -2.27327 -0.19193 1.10552 -0.1891 -0.1289 -0.1709 0.30
H -1.99886 1.39821 0.19320 -0.1164 0.0269 -0.2752 0.31
```
Positions in Å, forces in eV/Å.

The total energy is -257.58655 hartree. The highest occupied orbital energy comes out at -8.999 eV. The calculation puts the orbital gap at 10.15 eV. Its energy above the lowest of the compared OMol25 structures with the same formula, charge and spin is 233.92 kJ/mol. For the LUMO energy, the calculation gives 1.15 eV.